1.
The following is a quantum chemistry calculation of a structure of composition C47H59As2IN9O2RbS, from OMol25.

Calculated values
Molar mass, g/mol: 1176.33
Net charge: -2
Energy relative to the best compared isomer or geometry (same formula, charge and spin), kJ/mol: 0.0
E_LUMO (spin up / spin down), eV: 2.748 / 2.732
E_tot, a.u.: -7660.639570
Orbital gap (spin up / spin down), eV: 2.37 / 3.92

Structure (XYZ):
```
122
C47H59As2IN9O2RbS ωB97M-V/def2-TZVPD
Rb 18.486 13.007 13.504
C 9.391 13.808 17.173
C 8.822 15.149 17.121
As 9.958 16.524 16.253
C 10.338 17.714 17.899
C 11.781 18.214 17.824
C 12.623 18.318 18.872
C 12.364 17.687 20.099
C 11.029 17.035 20.206
C 10.174 17.221 19.190
C 8.600 17.631 15.373
C 7.204 17.479 15.488
C 6.369 18.441 14.906
C 6.933 19.413 14.094
C 8.288 19.663 14.148
C 9.161 18.736 14.718
As 9.302 12.722 15.457
C 9.992 11.057 15.990
C 9.719 9.856 15.247
C 10.409 8.673 15.479
C 11.425 8.619 16.457
C 11.697 9.796 17.176
C 11.012 11.006 16.929
C 7.404 12.228 15.728
C 7.399 10.936 15.342
C 6.548 10.106 16.002
C 5.612 10.563 16.889
C 5.463 11.925 17.081
C 6.300 12.813 16.402
H 8.874 13.239 17.964
H 10.430 13.868 17.372
H 8.502 15.658 18.049
H 7.901 15.095 16.488
H 12.130 18.359 16.794
H 13.299 19.162 18.861
H 13.002 17.840 20.940
H 10.845 16.454 21.081
H 9.205 17.065 19.585
H 6.748 16.602 15.895
H 5.310 18.383 15.054
H 6.314 20.087 13.447
H 8.580 20.621 13.758
H 10.267 18.839 14.635
H 8.928 9.984 14.503
H 10.208 7.737 15.000
H 12.061 7.731 16.625
H 12.425 9.693 17.970
H 11.386 11.839 17.471
H 4.271 18.323 9.090
H 6.566 9.061 15.698
H 4.909 9.964 17.418
H 4.748 12.371 17.751
H 6.106 13.875 16.463
C 19.303 16.983 15.598
N 20.478 16.992 14.662
C 21.639 17.789 14.913
C 22.490 17.621 13.909
N 21.790 16.784 12.924
C 20.604 16.342 13.439
S 19.370 15.476 12.681
C 22.339 16.359 11.641
C 22.626 17.275 10.587
C 23.038 16.597 9.414
C 23.275 15.259 9.372
C 22.986 14.512 10.435
N 22.434 15.060 11.565
H 18.491 16.423 15.108
H 18.825 17.928 15.783
H 19.505 16.573 16.566
H 21.788 18.290 15.846
H 23.475 18.074 13.812
H 22.442 18.329 10.544
H 23.207 17.179 8.524
H 23.774 14.881 8.461
H 23.114 13.322 10.462
C 12.392 9.862 7.896
N 12.208 9.380 6.549
C 11.048 8.588 6.067
C 10.724 9.134 4.668
N 11.924 9.806 4.408
C 12.197 10.427 3.163
C 12.580 10.098 5.518
N 13.475 11.119 5.400
C 14.440 11.525 6.168
C 15.449 12.576 5.677
N 15.077 13.642 6.528
C 14.777 14.863 6.369
N 13.765 15.530 7.136
C 12.733 14.893 8.031
C 13.485 16.781 6.636
C 14.521 17.078 5.591
N 15.350 15.897 5.575
C 16.480 16.029 4.637
H 12.159 9.076 8.609
H 11.613 10.618 8.148
H 13.405 10.326 8.046
H 10.248 8.733 6.764
H 11.263 7.533 6.088
H 9.802 9.779 4.679
H 10.429 8.456 3.860
H 13.267 10.380 3.100
H 11.800 11.453 3.153
H 11.629 9.831 2.377
H 5.306 19.030 10.175
H 14.389 11.437 7.317
H 15.324 12.766 4.610
H 16.423 12.238 5.903
H 13.303 14.069 8.541
H 11.865 14.465 7.487
H 12.338 15.591 8.743
H 13.389 17.485 7.448
H 12.480 16.820 6.160
H 15.172 17.910 5.752
H 14.067 17.297 4.619
H 17.210 15.179 4.685
H 17.032 16.917 4.839
H 16.087 16.141 3.643
O 13.990 12.598 20.681
H 14.550 13.526 21.083
H 13.255 13.045 20.958
I 17.450 9.251 13.103
O 5.088 18.099 9.649
```

2.
The following is a quantum chemistry calculation of a structure of composition C47H59InN7PS2SeSi, from OMol25.

Calculated values
Molar mass, g/mol: 1039.01
Net charge: -2
Energy relative to the best compared isomer or geometry (same formula, charge and spin), kJ/mol: 77.2
E_LUMO, eV: 3.855
E_tot, a.u.: -6228.500938
Orbital gap, eV: 5.00

Structure (XYZ):
```
119
C47H59InN7PS2SeSi ωB97M-V/def2-TZVPD
In 0.607 0.493 0.546
N 2.506 3.763 -4.924
C 2.018 3.252 -3.721
S 2.598 1.765 -3.190
N 1.117 4.069 -3.179
N 0.533 3.615 -2.040
C -0.171 4.503 -1.440
C -0.235 5.913 -1.925
C -0.726 6.228 -3.188
C -0.783 7.545 -3.619
C -0.329 8.570 -2.800
C 0.182 8.265 -1.546
C 0.224 6.948 -1.113
C -0.924 4.180 -0.204
C -1.941 5.066 0.184
C -2.587 4.893 1.395
C -2.189 3.852 2.209
C -1.217 2.986 1.725
N -0.630 3.097 0.539
H 3.391 3.363 -5.181
H 2.453 4.770 -4.971
H -1.055 5.428 -3.838
H -1.173 7.769 -4.605
H -0.364 9.598 -3.142
H 0.552 9.053 -0.899
H 0.622 6.710 -0.133
H -2.211 5.888 -0.461
H -3.375 5.574 1.697
H -2.623 3.681 3.186
H -0.871 2.151 2.329
C 4.661 -0.827 1.151
C 5.077 -2.243 1.400
C 6.346 -2.524 1.899
C 6.768 -3.824 2.139
C 5.914 -4.881 1.869
C 4.644 -4.623 1.371
C 4.206 -3.321 1.140
P 2.504 -2.899 0.583
C 1.696 -4.565 0.663
C 1.502 -4.965 1.991
C 0.842 -6.131 2.330
C 0.332 -6.934 1.322
C 0.500 -6.552 0.004
C 1.171 -5.381 -0.359
C 1.240 -5.068 -1.830
C 2.791 -2.502 -1.174
C 3.917 -2.958 -1.862
C 4.121 -2.641 -3.191
C 3.177 -1.856 -3.846
C 2.075 -1.381 -3.166
C 1.855 -1.662 -1.807
C 0.648 -1.139 -1.122
H 5.483 -0.141 1.361
H 3.801 -0.526 1.763
H 4.355 -0.672 0.115
H 7.015 -1.695 2.105
H 7.761 -4.006 2.535
H 6.230 -5.903 2.042
H 3.980 -5.450 1.160
H 1.873 -4.321 2.784
H 0.707 -6.394 3.373
H -0.211 -7.842 1.560
H 0.083 -7.169 -0.785
H 0.781 -5.880 -2.397
H 2.262 -4.935 -2.178
H 0.706 -4.148 -2.066
H 4.633 -3.587 -1.346
H 5.000 -3.004 -3.711
H 3.314 -1.586 -4.888
H 1.365 -0.765 -3.698
H 0.171 -1.908 -0.514
H -0.090 -0.819 -1.863
Se 2.173 1.392 2.178
C -3.159 0.758 2.331
Si -1.727 -0.475 1.933
C -2.833 -1.945 1.195
C -2.007 -2.960 0.395
C -3.847 -1.339 0.215
C -3.614 -2.744 2.242
C -1.113 -0.927 3.722
C -0.741 0.398 4.412
C 0.166 -1.794 3.623
C -2.131 -1.626 4.634
H -3.992 0.225 2.808
H -3.531 1.222 1.414
H -2.857 1.560 3.009
H -1.669 -2.536 -0.550
H -2.617 -3.846 0.159
H -1.128 -3.313 0.948
H -3.371 -0.679 -0.508
H -4.624 -0.767 0.728
H -4.343 -2.151 -0.338
H -2.958 -3.399 2.822
H -4.345 -3.388 1.732
H -4.164 -2.106 2.942
H -0.269 0.178 5.381
H -0.006 0.966 3.832
H -1.622 1.019 4.612
H 0.384 -2.116 2.600
H 0.077 -2.697 4.238
H 1.053 -1.239 3.940
H -3.084 -1.086 4.680
H -1.729 -1.670 5.656
H -2.339 -2.653 4.325
C -6.068 2.614 -1.982
C -4.831 3.368 -1.497
C -3.562 2.685 -1.898
N -3.010 1.764 -1.193
N -1.867 1.245 -1.735
C -1.562 1.796 -2.873
N -0.459 1.467 -3.618
S -2.706 3.012 -3.379
H -6.984 3.107 -1.647
H -6.061 1.596 -1.590
H -6.091 2.555 -3.073
H -4.822 3.422 -0.407
H -4.833 4.395 -1.872
H 0.266 1.089 -3.007
H -0.049 2.262 -4.094
```

3.
The following is a quantum chemistry calculation of a structure of composition C47H59IrN7O4PS, from OMol25.

Calculated values
Molar mass, g/mol: 1041.29
Net charge: +2
Energy relative to the best compared isomer or geometry (same formula, charge and spin), kJ/mol: 105.1
E_LUMO, eV: -5.115
E_tot, a.u.: -3354.206251
Orbital gap, eV: 8.24

Structure (XYZ):
```
120
C47H59IrN7O4PS ωB97M-V/def2-TZVPD
Ir -0.093 -0.580 0.117
O -2.429 1.751 2.463
C -1.836 0.850 1.938
N -1.276 0.869 0.669
C -1.802 1.623 -0.360
O -2.850 2.224 -0.376
C -0.927 1.526 -1.587
C -0.967 2.474 -2.586
C -0.068 2.370 -3.636
C 0.815 1.299 -3.661
C 0.777 0.368 -2.641
N -0.077 0.479 -1.615
C -1.613 -0.476 2.600
C -2.337 -0.832 3.720
C -2.108 -2.070 4.292
C -1.143 -2.892 3.732
C -0.452 -2.466 2.615
N -0.691 -1.279 2.032
H -1.689 3.276 -2.509
H -0.049 3.116 -4.420
H 1.530 1.178 -4.463
H 1.414 -0.506 -2.639
H -3.056 -0.126 4.113
H -2.661 -2.383 5.168
H -0.917 -3.859 4.159
H 0.325 -3.060 2.170
C 3.086 -4.909 0.773
N 2.123 -4.447 -0.231
C 1.775 -5.214 -1.296
C 0.890 -4.782 -2.214
C 0.350 -3.472 -2.037
N 0.698 -2.703 -1.007
C 1.565 -3.190 -0.072
O 1.830 -2.501 0.900
N -0.500 -2.969 -2.937
H 3.248 -5.974 0.634
H 2.695 -4.719 1.768
H 4.029 -4.376 0.664
H 2.246 -6.186 -1.358
H 0.618 -5.391 -3.062
H -0.845 -3.538 -3.690
H -0.979 -2.114 -2.705
N -1.809 -1.428 -0.613
S -2.620 -2.647 0.086
C -3.054 -3.780 -1.207
C -2.496 -5.046 -1.161
C -2.755 -5.935 -2.200
C -3.555 -5.540 -3.262
C -4.113 -4.262 -3.294
C -3.867 -3.375 -2.262
C -4.242 -2.109 0.593
C -5.128 -3.105 1.002
C -6.364 -2.731 1.496
C -6.701 -1.383 1.595
C -5.809 -0.408 1.182
C -4.563 -0.767 0.677
H -2.411 -0.796 -1.136
H -1.876 -5.341 -0.320
H -2.340 -6.934 -2.174
H -3.762 -6.235 -4.066
H -4.751 -3.970 -4.117
H -4.322 -2.390 -2.264
H -4.861 -4.153 0.930
H -7.068 -3.492 1.805
H -7.664 -1.099 1.998
H -6.066 0.640 1.251
H -3.886 0.014 0.364
O 1.725 0.408 0.665
P 2.893 1.321 1.069
C 4.503 0.695 0.416
C 4.598 -0.862 0.464
C 4.837 -1.485 -0.912
C 3.831 -0.924 -1.909
C 4.038 0.595 -2.097
C 4.896 1.197 -0.983
C 3.307 1.550 2.842
C 2.176 2.046 3.749
C 1.103 0.978 3.921
C 1.723 -0.411 4.184
C 3.168 -0.290 4.637
C 4.006 0.331 3.519
C 2.671 2.947 0.268
C 1.230 3.485 0.206
C 0.825 4.453 1.316
C 1.877 5.541 1.520
C 3.256 4.946 1.797
C 3.699 4.032 0.656
H 5.227 1.113 1.121
H 3.668 -1.277 0.846
H 5.396 -1.158 1.147
H 4.733 -2.570 -0.830
H 5.855 -1.301 -1.263
H 2.832 -1.123 -1.508
H 3.909 -1.438 -2.869
H 3.071 1.104 -2.121
H 4.518 0.796 -3.057
H 4.887 2.286 -1.033
H 5.937 0.910 -1.140
H 4.050 2.350 2.740
H 1.741 2.966 3.377
H 2.616 2.292 4.718
H 0.502 0.958 3.011
H 0.437 1.262 4.738
H 1.713 -1.006 3.269
H 1.137 -0.946 4.935
H 3.580 -1.270 4.882
H 3.227 0.307 5.550
H 4.229 -0.447 2.795
H 4.965 0.659 3.924
H 2.910 2.649 -0.757
H 0.545 2.642 0.185
H 1.133 4.010 -0.750
H 0.649 3.911 2.247
H -0.134 4.904 1.053
H 1.581 6.203 2.335
H 1.933 6.155 0.614
H 3.248 4.407 2.746
H 3.989 5.747 1.904
H 4.670 3.581 0.882
H 3.854 4.656 -0.230
```

4.
The following is a quantum chemistry calculation of a cluster of 3 separate species, C47H60N3O6P in total, from OMol25.

Calculated values
Molar mass, g/mol: 793.99
E_LUMO, eV: -1.060
SMILES string: CCCCCCCP(CN)(CN)(CCCCNC(C)=O)COCCC.O=C1c2ccccc2C(=O)c2ccccc21.O=C1c2ccccc2C(=O)c2ccccc21
E_tot, a.u.: -2783.601566
Orbital gap, eV: 6.63

Structure (XYZ):
```
117
C47H60N3O6P ωB97M-V/def2-TZVPD
C 0.595 -1.469 0.845
C 1.100 -2.563 -0.270
C 0.788 -2.027 -1.792
C -0.829 -2.167 -2.054
C -1.350 -1.140 -3.243
C -1.426 0.415 -2.633
C -2.379 1.257 -3.663
P -2.159 3.149 -3.634
C -0.647 4.137 -3.033
N 0.366 3.321 -2.220
C -3.556 4.183 -4.515
N -3.327 5.698 -4.364
C -1.330 3.007 -5.364
C 0.048 2.121 -5.389
C 1.258 3.056 -6.035
C 2.578 3.177 -5.023
N 3.874 2.722 -5.686
C 4.815 2.371 -4.516
C 5.658 3.522 -3.655
O 4.887 1.057 -4.210
C -3.144 3.382 -2.016
O -2.341 3.674 -0.821
C -2.223 2.520 0.081
C -1.804 3.111 1.589
C -1.115 4.600 1.530
H 1.074 -0.420 0.554
H 0.895 -1.793 1.949
H -0.586 -1.298 0.845
H 0.594 -3.638 -0.149
H 2.264 -2.740 -0.205
H 1.343 -2.744 -2.563
H 1.073 -0.907 -1.980
H -1.452 -2.047 -1.043
H -1.058 -3.282 -2.415
H -0.739 -1.211 -4.239
H -2.485 -1.445 -3.448
H -2.001 0.317 -1.616
H -0.323 0.794 -2.541
H -2.301 0.766 -4.748
H -3.504 1.042 -3.326
H -0.913 5.137 -2.436
H -0.032 4.523 -3.981
H 0.235 3.677 -1.228
H 1.314 3.609 -2.549
H -3.568 3.999 -5.690
H -4.643 3.857 -4.149
H -3.044 5.941 -3.390
H -4.222 6.207 -4.631
H -2.084 2.461 -6.111
H -1.213 4.111 -5.767
H -0.065 1.186 -6.117
H 0.429 1.756 -4.345
H 0.922 4.173 -6.234
H 1.673 2.644 -7.048
H 2.459 2.525 -4.054
H 2.766 4.288 -4.661
H 3.714 1.825 -6.195
H 5.804 4.487 -4.329
H 6.690 3.110 -3.248
H 5.048 3.892 -2.706
H -3.872 2.493 -1.743
H -3.857 4.327 -2.172
H -3.208 1.912 0.251
H -1.302 1.889 -0.269
H -2.680 3.054 2.362
H -0.960 2.375 2.002
H -1.916 5.438 1.342
H -0.181 4.666 0.803
H -0.671 4.816 2.617
O -4.800 -3.215 4.368
C -4.827 -4.042 3.466
C -4.550 -3.640 2.072
C -4.232 -2.305 1.786
C -3.930 -1.925 0.477
C -3.942 -2.873 -0.546
C -4.275 -4.199 -0.266
C -4.585 -4.582 1.045
C -4.954 -5.983 1.329
O -5.039 -6.799 0.418
C -5.212 -6.390 2.724
C -5.527 -7.725 3.009
C -5.739 -8.126 4.329
C -5.638 -7.199 5.365
C -5.338 -5.865 5.082
C -5.130 -5.458 3.757
H -4.216 -1.561 2.580
H -3.679 -0.890 0.258
H -3.693 -2.579 -1.563
H -4.287 -4.932 -1.070
H -5.603 -8.456 2.206
H -5.980 -9.164 4.548
H -5.794 -7.513 6.395
H -5.263 -5.146 5.896
O 3.334 -0.918 3.526
C 4.335 -0.801 4.222
C 4.231 -0.842 5.695
C 2.982 -1.036 6.297
C 2.881 -1.116 7.687
C 4.025 -1.003 8.477
C 5.268 -0.791 7.880
C 5.371 -0.704 6.486
C 6.688 -0.462 5.864
O 7.681 -0.287 6.562
C 6.795 -0.441 4.392
C 8.046 -0.249 3.791
C 8.162 -0.261 2.400
C 7.033 -0.466 1.608
C 5.783 -0.644 2.204
C 5.663 -0.626 3.600
H 2.086 -1.131 5.686
H 1.911 -1.272 8.152
H 3.948 -1.078 9.560
H 6.156 -0.699 8.504
H 8.933 -0.093 4.404
H 9.135 -0.115 1.936
H 7.125 -0.485 0.524
H 4.906 -0.800 1.578
```